No. 1
The following is a quantum chemistry calculation of 2 unconnected molecules or ions with the total composition C3H7NO2 in a non-equilibrium geometry, from the Open Molecules 2025 dataset.

Total energy ... -8803.721 eV
Frontier orbital gap ... 9.84 eV
Charge ... 0
LUMO ... 0.55 eV

```
13
C3H7NO2 (ωB97M-V/def2-TZVPD)
C -0.34 -1.25 0.68
C 0.82 -0.85 -0.18
C -1.51 -0.33 0.94
N 2.34 1.46 -1.10
O -0.05 -1.64 -0.69
O 2.38 1.71 0.29
H -0.10 -2.05 1.38
H 3.23 1.69 0.57
H -1.26 0.27 1.76
H -2.40 -1.06 1.19
H -1.76 0.49 0.22
H 1.83 0.61 -1.17
H 1.64 2.13 -1.33
```

No. 2
The following is a quantum chemistry calculation of a single C3H7NO2 molecule in a non-equilibrium geometry, from the Open Molecules 2025 dataset.

Structure (SMILES) ... C[C@@H](O)C(N)=O
Total energy ... -8807.801 eV
Frontier orbital gap ... 10.24 eV
Charge ... 0
LUMO ... 0.71 eV

```
13
C3H7NO2 (ωB97M-V/def2-TZVPD)
C -0.21 -1.39 -0.55
C 0.57 -0.06 0.55
O 1.54 0.64 -0.20
C -0.74 0.63 0.56
O -1.63 0.40 1.37
N -0.91 1.31 -0.61
H -0.82 -2.00 0.12
H 0.74 -1.79 -0.85
H -0.85 -1.28 -1.52
H 0.99 -0.21 1.60
H 2.13 -0.02 -0.60
H -0.08 1.74 -0.99
H -1.79 1.77 -0.56
```

No. 3
The following is a quantum chemistry calculation of a single C3H7NO2 molecule in a non-equilibrium geometry, from the Open Molecules 2025 dataset.

Structure (SMILES) ... CO/C=C(\N)O
Total energy ... -8807.678 eV
Frontier orbital gap ... 8.45 eV
Charge ... 0
LUMO ... 0.89 eV

```
13
C3H7NO2 (ωB97M-V/def2-TZVPD)
C -0.64 -1.24 1.32
O -1.14 -0.01 0.83
C -0.80 0.17 -0.50
C 0.42 0.68 -0.85
O 0.78 0.38 -2.12
N 1.27 1.39 -0.09
H 0.46 -1.26 1.31
H -0.99 -2.10 0.72
H -1.00 -1.34 2.34
H -1.62 0.38 -1.19
H 0.14 -0.36 -2.20
H 2.22 1.59 -0.34
H 0.89 1.74 0.78
```

No. 4
The following is a quantum chemistry calculation of a gas-phase ion, C3H7NO2P (charge +1) in a non-equilibrium geometry, from the Open Molecules 2025 dataset.

Total energy ... -18090.225 eV
Frontier orbital gap ... 11.41 eV
Charge ... +1
LUMO ... -4.24 eV

```
14
C3H7NO2P (ωB97M-V/def2-TZVPD)
C 1.40 -1.98 0.43
C -2.04 0.08 -1.01
C 0.96 1.52 0.63
N 0.70 -1.58 1.46
O 1.41 -1.00 -0.49
O -1.07 -0.29 -0.02
P 0.35 -0.12 0.50
H 2.01 -2.80 0.40
H -1.50 0.87 -1.66
H -2.41 -0.84 -1.48
H -2.95 0.67 -0.62
H 0.55 2.11 -0.22
H 2.05 1.50 0.56
H 0.55 1.87 1.52
```

Question: Look up the charge of the third one.
Answer: 0

Question: Number 4 is which compound?
Answer: C3H7NO2P

Question: Which value of total energy does entry 4 give?
Answer: -18090.225 eV

Copy entry 4 word for word.
The following is a quantum chemistry calculation of a gas-phase ion, C3H7NO2P (charge +1) in a non-equilibrium geometry, from the Open Molecules 2025 dataset.

Total energy ... -18090.225 eV
Frontier orbital gap ... 11.41 eV
Charge ... +1
LUMO ... -4.24 eV

```
14
C3H7NO2P (ωB97M-V/def2-TZVPD)
C 1.40 -1.98 0.43
C -2.04 0.08 -1.01
C 0.96 1.52 0.63
N 0.70 -1.58 1.46
O 1.41 -1.00 -0.49
O -1.07 -0.29 -0.02
P 0.35 -0.12 0.50
H 2.01 -2.80 0.40
H -1.50 0.87 -1.66
H -2.41 -0.84 -1.48
H -2.95 0.67 -0.62
H 0.55 2.11 -0.22
H 2.05 1.50 0.56
H 0.55 1.87 1.52
```